C12H10O3 as an isolated structure, computed with ωB97M-V/def2-TZVPD.

As for the highest occupied orbital energy: -8.882 eV. Its strongest force on any atom is 0.089 hartree/bohr. The value obtained for the energy above the lowest of the compared OMol25 structures with the same formula, charge and spin is 5.6969 eV. The calculation puts the molecular weight at 202.209 g/mol.

```
25
Properties=species:S:1:pos:R:3:nbo_charge:R:1
C 0.459 -3.430 -0.794 -0.161
C 1.197 -2.292 -0.643 -0.223
C -0.913 -3.433 -0.894 -0.229
C 0.619 -1.005 -0.684 -0.122
C -1.528 -2.206 -0.756 -0.137
C -0.780 -0.993 -0.691 -0.254
C -0.237 1.319 1.509 -0.216
C 0.837 1.797 2.120 -0.219
C -0.442 1.728 0.088 0.130
C 1.657 2.639 1.227 0.008
C 1.072 2.561 -0.125 0.053
C -1.471 0.213 -0.660 0.646
O -1.398 2.720 -0.121 -0.757
O 2.174 1.762 0.239 -0.481
O -2.616 0.481 -0.870 -0.536
H 1.021 -4.446 -0.895 0.217
H 2.252 -2.582 -0.589 0.225
H -1.436 -4.320 -1.038 0.221
H 1.027 -0.009 -0.710 0.256
H -2.575 -1.903 -0.875 0.233
H -1.022 0.581 2.008 0.215
H 0.970 1.456 3.120 0.223
H 2.198 3.392 1.637 0.199
H 1.031 3.335 -0.858 0.210
H -2.098 2.637 -0.747 0.500
```

C34H37AuClN2P as an isolated structure, computed with ωB97M-V/def2-TZVPD.

As for the highest occupied orbital energy: -14.398 eV. Its strongest force on any atom is 0.046 hartree/bohr. Its charge is +2. The calculation puts the molecular weight at 737.078 g/mol.

```
76
Properties=species:S:1:pos:R:3:mulliken_charge:R:1
Au 0.593 -0.686 -0.296 1.702
C 3.885 -3.624 -0.579 -0.816
C 3.185 -4.816 -0.602 -0.919
C 1.805 -4.819 -0.591 -0.747
C 1.084 -3.615 -0.569 -0.059
C 1.815 -2.430 -0.521 0.800
C 3.185 -2.419 -0.531 -0.498
C -0.374 -3.582 -0.590 1.310
C -1.165 -4.754 -0.651 -0.995
C -2.525 -4.658 -0.643 -1.039
C -3.150 -3.400 -0.565 1.185
C -4.544 -3.216 -0.540 -0.915
C -5.083 -1.959 -0.482 -0.771
C -4.246 -0.833 -0.429 -0.975
C -2.885 -0.979 -0.441 0.252
C -2.299 -2.253 -0.520 -0.494
N -0.968 -2.406 -0.547 0.167
H 4.964 -3.612 -0.594 0.504
H 3.717 -5.755 -0.637 0.427
H 1.281 -5.763 -0.603 0.450
H 3.745 -1.497 -0.501 0.561
H -0.689 -5.718 -0.698 0.430
H -3.134 -5.548 -0.694 0.486
H -5.176 -4.090 -0.571 0.483
H -6.153 -1.825 -0.476 0.429
H -4.685 0.151 -0.377 0.518
H -2.224 -0.122 -0.380 0.357
Cl -2.317 -0.951 4.840 -0.156
C -0.772 -1.089 4.107 0.212
C 0.400 -1.005 4.855 -0.399
C 1.616 -1.162 4.209 -0.908
C 1.628 -1.352 2.836 -0.207
N 0.510 -1.378 2.125 0.247
C -0.661 -1.286 2.732 -0.968
H 0.355 -0.816 5.915 0.485
H 2.541 -1.128 4.760 0.470
H 2.548 -1.492 2.289 0.500
H -1.542 -1.383 2.113 0.709
C 3.246 1.622 -1.229 -1.516
C 2.226 2.265 -0.295 2.015
C 2.429 1.746 1.130 -1.946
C 2.357 3.784 -0.293 -1.753
P 0.486 1.691 -0.766 -0.256
C -0.601 2.575 0.381 0.868
C -1.164 1.892 1.456 0.101
C -1.964 2.562 2.363 -0.618
C -2.196 3.921 2.212 -0.942
C -1.636 4.606 1.144 -0.764
C -0.851 3.940 0.222 -0.540
C -0.080 2.052 -2.540 2.091
C -1.604 2.122 -2.512 -1.785
C 0.378 0.861 -3.382 -1.740
C 0.495 3.339 -3.125 -1.671
H 4.241 1.761 -0.812 0.537
H 3.241 2.072 -2.219 0.296
H 3.065 0.552 -1.335 0.012
H 3.421 2.032 1.480 0.657
H 2.357 0.658 1.169 0.305
H 1.697 2.167 1.819 0.316
H 3.378 4.033 -0.012 0.559
H 1.703 4.247 0.440 0.387
H 2.174 4.217 -1.271 0.321
H -0.969 0.836 1.580 -0.152
H -2.408 2.024 3.188 0.566
H -2.810 4.450 2.922 0.445
H -1.807 5.666 1.024 0.515
H -0.423 4.483 -0.605 0.295
H -2.037 1.209 -2.105 0.337
H -1.974 2.234 -3.529 0.559
H -1.962 2.970 -1.932 0.336
H -0.056 -0.071 -3.017 0.318
H 1.462 0.764 -3.384 0.301
H 0.054 1.001 -4.411 0.544
H 0.219 4.220 -2.554 0.284
H 0.076 3.464 -4.123 0.530
H 1.575 3.297 -3.232 0.368
```

Question: Look up the molecular weight of the second one.
Answer: 737.078 g/mol